[1]
95
Properties=species:S:1:pos:R:3 method="wB97M-V/def2-TZVPD" total_charge=+1 gap_ev=5.8 largest_force_ev_per_a=4.313 e_lumo_ev=-4.30 homo_energy_ha=-0.37260
C 1.29451 5.68429 -0.63850
C 0.39251 4.44232 -0.20287
C 0.56339 3.19002 -1.17109
C 0.06535 1.81067 -0.49873
C -1.08734 2.16229 0.48746
C -2.38847 2.49158 -0.12691
N -3.51543 2.82766 0.58855
B -4.79450 3.10288 -0.21145
N -5.14246 4.51705 -0.51722
O -5.59307 2.04999 -0.67789
C -3.44789 2.90122 1.97172
C -2.21349 2.59530 2.71191
C -2.23204 2.68170 4.28027
C -3.15430 1.78891 4.93806
C -3.21524 1.76637 6.40718
C -2.30155 2.74741 7.00372
C -1.48247 3.58054 6.14450
N -1.35940 3.61008 4.78173
C -0.98344 2.19431 1.95978
C 0.35459 1.81010 2.63841
O 0.88102 0.78384 2.25832
O 0.95521 2.53252 3.64472
P 2.41225 1.73113 4.12548
C 3.30877 2.80922 5.38890
O 2.05085 0.31734 5.00178
H 2.15013 5.39716 -1.30296
H 0.61890 6.45846 -1.10499
H 1.74112 6.16828 0.27273
H 0.77263 4.13136 0.81735
H -0.66876 4.80591 -0.17377
H 1.64626 3.07484 -1.44390
H -0.04848 3.38084 -2.09695
H -0.39982 1.21734 -1.34286
H 0.89969 1.22432 -0.04584
H -2.47198 2.46042 -1.24594
H -4.35410 4.86929 -1.08494
H -5.14312 4.99820 0.39414
H -5.62568 2.10105 -1.65672
H -4.35997 3.19449 2.55604
H -3.80590 1.10816 4.34066
H -3.87612 1.12054 7.02406
H -2.23715 2.85355 8.11213
H -0.83325 4.33394 6.67380
H 3.44604 3.84583 4.98804
H 4.32061 2.32403 5.52174
H 2.82540 2.78934 6.40506
H 2.74328 -0.30486 4.69787
C 0.74923 0.34253 -7.71664
O 0.72730 -0.99332 -7.24132
C 2.01809 -1.49421 -6.89785
C 2.13270 -1.68894 -5.39130
N 2.17996 -0.40526 -4.69264
C 2.03774 -0.51930 -3.24163
C 0.71233 -1.06468 -2.69925
O -0.40353 -0.20341 -2.91914
C -1.02583 -0.34968 -4.18860
H -0.24177 0.57824 -8.10662
H 0.97775 1.04457 -6.90828
H 1.47432 0.45945 -8.52702
H 2.82203 -0.85895 -7.28248
H 2.11482 -2.47089 -7.37895
H 3.04379 -2.25228 -5.16928
H 1.27165 -2.28548 -5.06820
H 1.43378 0.18560 -5.03909
H 2.17564 0.48863 -2.83568
H 2.85997 -1.12888 -2.85314
H 0.81728 -1.13871 -1.61299
H 0.49667 -2.07932 -3.04709
H -0.96728 -1.37253 -4.56572
H -0.59199 0.34748 -4.90857
H -2.07962 -0.08396 -4.07850
C 0.67473 -2.19760 0.85416
O 1.22440 -3.12653 -0.06611
C 2.44928 -3.70849 0.37925
C 2.25617 -5.18534 0.69852
N 1.45305 -5.36504 1.90609
C 1.02134 -6.74622 2.12845
C 0.07914 -7.36986 1.09286
O -1.21525 -6.78390 1.06043
C -1.32276 -5.62582 0.25078
H -0.15684 -1.68657 0.36444
H 0.29025 -2.70661 1.74315
H 1.41542 -1.44774 1.14486
H 2.87677 -3.16735 1.22949
H 3.15678 -3.62527 -0.45046
H 3.23442 -5.65285 0.84486
H 1.77788 -5.65245 -0.17018
H 0.62741 -4.78199 1.84199
H 0.51025 -6.76011 3.09541
H 1.90778 -7.38036 2.23332
H -0.07747 -8.41137 1.38894
H 0.51695 -7.40715 0.08929
H -0.65054 -5.65516 -0.61049
H -1.14194 -4.72618 0.84491
H -2.34931 -5.56800 -0.11661

[2]
6
Properties=species:S:1:pos:R:3 method="wB97M-V/def2-TZVPD" total_charge=+3 gap_ev="5.9 / 10.8" largest_force_ev_per_a=6.372 e_lumo_ev="-18.08 / -17.97" spin_multiplicity=2 homo_energy_ha="-0.88052 / -1.05759"
O -1.24640 0.30809 -0.30425
C -0.11306 -0.11653 -0.26535
C 0.76839 -1.07813 0.19500
C 1.45711 -0.03537 0.50663
H 2.20818 0.62565 0.92750
Bi -3.07423 0.29629 -1.05953

[3]
104
Properties=species:S:1:pos:R:3 method="wB97M-V/def2-TZVPD" total_charge=-1 gap_ev=7.3 largest_force_ev_per_a=6.890 e_lumo_ev=1.79 homo_energy_ha=-0.20338
N -3.34286 -0.22480 -2.37882
C -3.50040 -0.12650 -1.07395
C -2.47930 0.79442 -0.24384
C -1.85150 0.05715 1.03518
O -2.00986 -1.35017 0.76645
P -1.74471 -2.30493 2.22860
C 0.09381 -1.86562 2.47615
C 0.99254 -1.78781 1.16597
C 2.37140 -0.95519 1.36805
F 2.19444 0.15883 2.25649
F 3.30926 -1.89644 1.88993
C 2.80393 -0.32906 -0.03750
F 2.67002 -1.39039 -0.99551
F 1.85308 0.65924 -0.39099
C 4.32302 0.15595 -0.14400
F 5.11547 -0.89630 -0.69180
F 4.86894 0.37153 1.15879
C 4.56516 1.51242 -0.94971
F 3.91077 2.62166 -0.33573
F 5.96053 1.80628 -0.79774
C 4.32313 1.43280 -2.52919
F 3.19729 0.69333 -2.92110
F 5.44523 0.70543 -3.04412
C 4.34368 2.83576 -3.29080
F 4.55847 2.52771 -4.67052
F 5.46676 3.63904 -2.93009
C 3.00352 3.69673 -3.22610
F 2.00368 3.21312 -2.37537
F 2.42313 3.74355 -4.53110
C 3.24193 5.25248 -2.83698
F 3.74091 5.41902 -1.53667
F 1.96043 5.86989 -2.86139
F 3.99383 5.92519 -3.81739
C -1.50262 -3.75086 0.98609
C -1.02178 -5.12796 1.65546
O 0.34463 -5.10398 2.13887
C -1.03804 -6.23304 0.45058
N -2.45602 -6.50309 0.00568
N -1.51293 -3.31043 3.74077
C -2.13836 -2.77687 4.71247
S -2.77360 -2.27215 6.16168
O -2.06728 -0.89002 3.25596
C -2.54661 0.25209 2.49060
P -1.96298 1.96005 3.02737
O -3.22408 2.79727 3.32690
O -1.10309 2.79239 1.79396
O -0.91379 1.86565 4.38120
H -4.08971 -0.85368 -2.72232
H -4.37311 -0.68816 -0.60161
H -3.03168 1.75690 0.03081
H -1.60557 1.06679 -0.94305
H -0.75592 0.37432 1.02171
H -3.16907 -2.55101 2.11656
H 0.54936 -2.68967 3.14013
H 0.13282 -0.92076 3.13216
H 1.32671 -2.84710 0.88519
H 0.49986 -1.34006 0.24565
H -0.88001 -3.47749 0.07056
H -2.56145 -3.96628 0.58071
H -1.77558 -5.54633 2.42318
H 0.41507 -5.92454 2.68261
H -0.47161 -5.83213 -0.45174
H -0.56434 -7.19309 0.88110
H -2.63121 -6.06135 -0.91103
H -3.12425 -6.04703 0.65518
H -3.66228 0.13575 2.24264
H -0.88637 3.69193 2.11482
H -0.78491 2.81151 4.63975
C 4.65132 6.56035 1.42373
O 5.08398 7.82333 1.92910
C 4.10636 8.73586 2.03900
O 2.94680 8.57008 1.75446
O 4.64603 9.86748 2.52191
C 3.71337 10.93260 2.69150
H 5.52044 5.90373 1.37732
H 3.91384 6.11031 2.09159
H 4.24558 6.66742 0.41654
H 2.93840 10.65593 3.40941
H 3.26992 11.21295 1.73371
H 4.25757 11.79179 3.08472
C -1.59115 -11.70815 -1.81323
O -0.39852 -11.44945 -2.55163
C 0.20071 -10.28885 -2.23689
O -0.18217 -9.49522 -1.41655
O 1.30136 -10.16871 -2.99750
C 2.04174 -8.97123 -2.76629
H -1.98821 -12.66697 -2.14802
H -1.37579 -11.77682 -0.74488
H -2.33948 -10.93691 -2.00709
H 2.39991 -8.93225 -1.73547
H 1.43600 -8.09266 -2.99772
H 2.90536 -8.98034 -3.43193
C -7.59468 4.93016 -0.17875
O -6.92277 5.25679 -1.39394
C -6.17974 4.25664 -1.89638
O -6.05054 3.15959 -1.41394
O -5.60647 4.69247 -3.02914
C -4.77987 3.72280 -3.66840
H -8.16162 5.80751 0.13400
H -8.29248 4.10453 -0.33405
H -6.87547 4.68526 0.60563
H -5.36595 2.84814 -3.95781
H -3.95166 3.43419 -3.01799
H -4.36808 4.17576 -4.57080

[4]
24
Properties=species:S:1:pos:R:3 method="wB97M-V/def2-TZVPD" total_charge=-1 gap_ev="5.8 / 5.8" largest_force_ev_per_a=3.353 e_lumo_ev="2.00 / 2.00" e_above_lowest_kcal_mol=0.0 homo_energy_ha="-0.14046 / -0.14044"
C 2.02664 0.02377 1.27836
C 1.80565 1.38837 0.97020
C 0.67464 1.84300 1.76048
H 2.43179 2.02253 0.35186
C 0.22417 0.70778 2.53938
C 1.05448 -0.38946 2.22829
H 1.00274 -1.38070 2.67748
H 2.83384 -0.59408 0.89212
H 0.38192 2.87498 1.91178
H -0.55431 0.73703 3.30157
Bi -0.77325 1.49283 -0.24717
Br 0.33966 2.95649 -2.02335
C -1.54985 -1.23010 -1.87465
C -1.20193 -2.21686 -0.88823
C 0.22178 -2.36393 -0.89363
H -1.90593 -2.74325 -0.25836
C 0.76528 -1.48908 -1.87661
C -0.32301 -0.77267 -2.48981
H -0.24706 -0.05885 -3.30253
H -2.55126 -0.91301 -2.15092
H 0.78832 -3.02031 -0.25048
H 1.81159 -1.35843 -2.12230
N -4.18853 2.40667 0.32332
C -3.06736 2.07729 0.14320

[5]
28
Properties=species:S:1:pos:R:3 method="wB97M-V/def2-TZVPD" total_charge=+2 gap_ev="9.3 / 5.5" largest_force_ev_per_a=4.585 e_lumo_ev="-6.15 / -11.34" e_above_lowest_kcal_mol=0.0 spin_multiplicity=6 homo_energy_ha="-0.56898 / -0.61932"
Cr -9.69883 -6.76763 3.62504
C -9.08345 -2.79351 2.22220
C -9.31163 -4.21947 2.71889
O -10.32415 -4.75814 2.24575
O -8.49409 -4.87314 3.33416
H -8.15894 -2.84078 1.64675
H -9.19513 -2.06949 3.02931
H -9.88585 -2.53037 1.53299
C -11.74524 -5.29200 5.51018
O -10.72826 -5.96794 5.33563
N -12.19341 -4.22259 4.86534
N -12.64316 -5.57660 6.49741
H -13.05348 -3.80882 5.19576
H -11.91386 -3.89737 3.95091
H -13.57628 -5.21580 6.63602
H -12.55415 -6.46961 6.96078
O -10.28463 -8.76309 4.25326
H -10.54329 -9.48627 3.68201
H -10.39754 -9.10549 5.13997
O -8.47649 -7.86081 2.24276
H -7.69870 -8.41690 2.28801
H -8.48693 -7.53558 1.34257
O -11.63470 -6.96687 2.82203
H -12.23242 -7.68000 2.59752
H -12.10556 -6.17163 2.57281
O -8.12759 -7.26028 5.00581
H -7.18144 -7.13491 5.07866
H -8.27585 -8.15372 5.31568

[6]
18
Properties=species:S:1:pos:R:3 method="wB97M-V/def2-TZVPD" gap_ev=8.5 largest_force_ev_per_a=5.107 e_lumo_ev=0.85 e_above_lowest_kcal_mol=110.4 homo_energy_ha=-0.28116
C -0.06037 -0.88447 -2.61298
C 0.14593 -1.50835 -1.22757
C 1.05323 -1.04465 -0.11732
N -0.38615 -0.93128 0.00080
N -1.13155 0.25828 -0.22520
C -0.86514 1.07521 0.75647
N -0.53469 0.81186 1.98312
N -0.11278 1.80048 2.93249
H 0.46514 0.20981 -2.65531
H -1.13129 -0.76589 -2.86506
H 0.31000 -1.50787 -3.36528
H 0.06523 -2.56875 -1.23242
H 1.64052 -1.79227 0.42040
H 1.56759 -0.00318 -0.06108
H -1.12096 2.10525 0.58699
H 0.05140 -0.05807 1.95413
H -0.74266 2.58692 2.97341
H 0.78656 2.21696 2.75440

[7]
29
Properties=species:S:1:pos:R:3 method="wB97M-V/def2-TZVPD" gap_ev=6.5 largest_force_ev_per_a=0.814 e_lumo_ev=-1.59 homo_energy_ha=-0.29662
C 1.92622 -2.66761 1.37928
C 1.89667 -1.93332 0.04253
C 1.03066 -0.70111 -0.05352
O 1.05891 0.08036 -0.93665
O 0.15369 -0.43643 1.00708
C -1.03905 -1.13996 1.04443
C -1.80623 -0.86203 -0.27383
P -3.29846 -1.83668 -0.34049
H 1.05265 -3.30962 1.52512
H 2.78930 -3.33407 1.40378
H 1.99735 -1.97046 2.21340
H 2.89510 -1.55619 -0.19363
H 1.60230 -2.59332 -0.77975
H -0.93275 -2.21790 1.24553
H -1.61760 -0.71426 1.86841
H -2.08836 0.19458 -0.35949
H -1.22831 -1.12791 -1.16609
H -4.12280 -1.57170 0.75142
H -2.99292 -3.19362 -0.25573
H -4.04084 -1.65156 -1.50374
B -0.41757 3.95800 -0.72635
O 0.57588 4.08791 -1.84204
C 1.74851 3.61761 -1.47409
O 2.74181 3.54781 -2.14456
C 1.61673 3.12122 -0.00878
O 2.48341 2.59104 0.63725
O 0.37920 3.32838 0.37954
F -1.46105 3.09995 -1.09643
F -0.90249 5.19089 -0.34259

[8]
14
Properties=species:S:1:pos:R:3 method="wB97M-V/def2-TZVPD" gap_ev="8.0 / 8.0" largest_force_ev_per_a=3.939 e_lumo_ev="0.10 / 0.10" e_above_lowest_kcal_mol=118.2 smiles="COP(O)(O)=CO" homo_energy_ha="-0.28999 / -0.29002"
C -0.17486 -1.82814 1.00889
O 0.61740 -1.21966 -0.08209
P 0.34650 0.23854 -0.65314
O -1.47437 -0.21062 -1.59061
O 1.17929 0.19430 -1.95605
C 0.95926 1.62350 0.29658
O 0.30847 1.71996 1.51470
H -1.14672 -1.33197 1.29442
H 0.44846 -2.05352 1.97976
H -0.40557 -2.75452 0.55319
H -1.94805 0.47781 -1.17243
H 0.60758 -0.09419 -2.65792
H 0.89928 2.63951 -0.14100
H -0.21667 2.59900 1.60571

[9]
125
Properties=species:S:1:pos:R:3 method="wB97M-V/def2-TZVPD" total_charge=+1 gap_ev=7.3 largest_force_ev_per_a=1.449 e_lumo_ev=-3.85 homo_energy_ha=-0.40826
C 0.88670 -4.11104 1.65803
C 1.43389 -3.14218 0.65872
C 2.10682 -1.94871 1.25007
N 1.32672 -3.39505 -0.58962
C 1.27673 -2.42742 -1.55992
C 2.45599 -2.13107 -2.30177
C 3.70959 -2.87817 -2.04720
I 5.19837 -1.84043 -1.03107
C 3.88534 -4.12660 -2.46901
C 5.11560 -4.95498 -2.25881
I 2.36686 -5.09559 -3.54241
N 2.53077 -1.20486 -3.21719
N 1.41665 -0.52560 -3.46063
C 1.58833 0.44317 -4.53499
C 1.36458 -0.20597 -5.88012
N 0.82976 -1.34509 -5.93528
C 0.23155 -0.73869 -2.87200
P -1.30636 0.21870 -3.26695
C -0.92758 1.86536 -2.54809
O -1.29123 0.42692 -4.90519
C 0.10353 -1.71895 -1.87444
C -1.17125 -2.03530 -1.12298
O -1.71075 -0.87169 -0.49576
C -3.09746 -0.80532 -0.31189
C -3.86842 -0.03679 -1.15952
C -5.24190 0.06456 -0.99558
C -6.05307 0.88620 -1.95981
C -5.84094 -0.62603 0.05176
C -5.06334 -1.39062 0.90576
C -3.68978 -1.49786 0.74711
C -2.85685 -2.37773 1.66751
C -3.43503 -2.31984 3.09617
C -2.97049 -3.83841 1.13178
H 0.73505 -5.09465 1.22484
H -0.04064 -3.66996 2.02442
H 1.57517 -4.19983 2.49859
H 3.12894 -2.21247 1.52591
H 2.16227 -1.09217 0.57720
H 1.56267 -1.63095 2.13873
H 5.51251 -4.81288 -1.25565
H 4.86670 -6.00914 -2.35063
H 5.86823 -4.73577 -3.01521
H 0.98879 1.33517 -4.38451
H 2.62869 0.76842 -4.52186
H 1.66713 0.35215 -6.76449
H 0.73788 -1.65803 -6.89952
H -1.39068 1.91749 -1.56409
H -1.37820 2.62487 -3.18386
H 0.13862 2.05769 -2.42653
H -2.07414 0.94783 -5.12517
H -1.91370 -2.55725 -1.72950
H -0.88622 -2.71593 -0.32730
H -3.42765 0.51881 -1.96722
H -6.97224 1.25064 -1.50894
H -5.45756 1.71160 -2.34461
H -6.33310 0.25894 -2.80851
H -6.91360 -0.57155 0.17788
H -5.57481 -1.92577 1.69315
H -1.82536 -2.02735 1.68245
H -2.69481 -2.58654 3.84704
H -4.29079 -2.98786 3.15842
H -3.81904 -1.32669 3.32618
H -3.38613 -3.85821 0.12658
H -1.98420 -4.29520 1.05822
H -3.58210 -4.44669 1.79034
C -0.87450 -4.77934 -5.82522
C -2.31202 -4.83869 -6.30320
O -2.19143 -5.58193 -7.51663
C -1.06228 -6.33347 -7.45310
O -0.76490 -7.17826 -8.22413
O -0.31554 -5.97120 -6.37309
H -0.78298 -4.77757 -4.74102
H -0.33686 -3.91909 -6.22736
H -2.95943 -5.38625 -5.61578
H -2.74413 -3.85979 -6.49409
C -5.36455 4.94954 1.35748
C -5.35756 3.60451 2.05246
O -4.87383 2.73490 1.01485
C -4.17033 3.47607 0.13847
O -3.50570 3.01953 -0.74254
O -4.31601 4.79116 0.38486
H -5.14815 5.77423 2.03078
H -6.30083 5.14603 0.83438
H -4.66292 3.57226 2.89271
H -6.33911 3.28695 2.39082
C -0.42200 1.38620 1.09475
C -1.62210 1.89039 1.87285
O -1.47144 1.21182 3.12869
C -0.17483 0.88972 3.28822
O 0.31555 0.46154 4.28382
O 0.52008 1.10430 2.14277
H -0.01410 2.12075 0.40389
H -0.63774 0.46531 0.55580
H -1.58517 2.96651 2.05038
H -2.57346 1.63468 1.41027
C -1.89637 7.54506 2.72908
C -1.90422 8.90366 3.40517
O -3.27422 9.03404 3.80096
C -3.80719 7.80070 3.91020
O -4.87089 7.54971 4.37177
O -2.95834 6.86543 3.40929
H -0.96053 7.00654 2.85098
H -2.13996 7.60578 1.66691
H -1.27579 8.93237 4.29616
H -1.62165 9.71688 2.74308
C 3.39102 0.72296 3.38228
C 3.74073 -0.45777 4.26510
O 4.89887 -0.99257 3.60301
C 5.46893 -0.00276 2.88245
O 6.52996 -0.08667 2.34794
O 4.67140 1.08599 2.83924
H 2.95552 1.55022 3.93315
H 2.73165 0.45546 2.56362
H 4.01722 -0.16038 5.27672
H 2.95126 -1.20212 4.31893
C 9.01332 1.53945 3.90984
C 9.86349 2.17351 2.82766
O 10.72742 3.02768 3.58147
C 10.80799 2.54477 4.84703
O 11.56943 2.92890 5.66911
O 9.89340 1.56166 5.03736
H 8.71142 0.52343 3.67506
H 8.12637 2.13198 4.14301
H 10.47005 1.44116 2.29224
H 9.28702 2.75055 2.10999

[10]
19
Properties=species:S:1:pos:R:3 method="wB97M-V/def2-TZVPD" gap_ev=9.7 largest_force_ev_per_a=4.018 e_lumo_ev=0.97 e_above_lowest_kcal_mol=23.0 smiles=S[C@H]1CC[C@H]2CN[C@H]21 homo_energy_ha=-0.32096
S 2.62183 -0.81272 -0.28744
C 1.37059 0.19090 0.63959
C 0.97037 1.57773 -0.01439
C -0.34678 1.22598 -0.66552
C -1.14231 0.27333 0.24330
C -1.67573 -1.04344 -0.36127
N -0.32685 -1.68671 -0.16169
C 0.05289 -0.58152 0.81550
H 1.75560 -1.35529 -1.14418
H 1.82548 0.38506 1.60918
H 1.74166 1.84477 -0.68572
H 0.94365 2.35057 0.74866
H -0.96996 2.07066 -0.94527
H -0.18180 0.66316 -1.60130
H -1.71451 0.85035 0.85747
H -1.92177 -1.10031 -1.41681
H -2.51831 -1.37264 0.27066
H -0.39600 -2.60472 0.28129
H -0.08806 -0.87514 1.81793

[11]
16
Properties=species:S:1:pos:R:3 method="wB97M-V/def2-TZVPD" gap_ev=10.5 largest_force_ev_per_a=0.525 e_lumo_ev=1.10 e_above_lowest_kcal_mol=74.6 smiles=C[C@H]1N[C@H]1[C@H]1CO1 homo_energy_ha=-0.34456
C 1.76761 0.17032 -0.21276
C 0.86736 -1.05640 -0.11157
N 0.14599 -1.37832 1.11737
C -0.61290 -1.08391 -0.10634
C -1.48121 0.12414 -0.30096
C -1.21495 1.48283 0.16426
O -1.07728 1.14342 -1.20176
H 1.32774 1.00105 -0.76297
H 2.67679 -0.13773 -0.73883
H 2.03619 0.50925 0.79511
H 1.32199 -1.94048 -0.53458
H 0.16777 -0.57478 1.73900
H -1.09638 -1.98124 -0.50242
H -2.52206 -0.13962 -0.41024
H -2.02605 2.16288 0.41314
H -0.28062 1.69859 0.65356